[1]
Molecular formula: C7H10
Method: DFT, ωB97M-V/def2-TZVPD

Each line ends with the Löwdin charge.
CARTESIAN COORDINATES (ANGSTROEM)
C (0.96353, 0.67642, 1.41179)  -0.068
C (1.01458, 0.74927, -0.09479)  -0.266
C (0.58269, -0.39421, -0.97006)  -0.244
C (0.00281, -1.67869, -0.39901)  -0.058
C (-0.24421, 0.88777, -0.92931)  -0.227
C (-1.54358, 0.78074, -0.31003)  -0.126
C (-2.59859, 0.53781, 0.22149)  0.119
H (1.79613, 0.07814, 1.79903)  0.080
H (1.03554, 1.67898, 1.84710)  0.080
H (0.02801, 0.23189, 1.76145)  0.072
H (1.85355, 1.32612, -0.48049)  0.132
H (1.15564, -0.51962, -1.88655)  0.130
H (-1.09183, -1.63928, -0.36268)  0.065
H (0.28391, -2.53340, -1.02003)  0.073
H (0.35380, -1.87380, 0.62073)  0.075
H (-0.18949, 1.54389, -1.79402)  0.135
H (-3.52544, 0.30435, 0.69697)  0.027

As for the highest occupied orbital energy: -0.342 Eh. For the calculated total energy, the calculation gives -272.628488 a.u. The calculation puts the frontier orbital gap at 0.383 hartree. The relative energy (zero: lowest compared OMol25 entry of this formula, charge and spin) comes out at 235.0 kJ/mol. As for the SMILES: C#C[C@@H]1[C@H](C)[C@@H]1C.


[2]
Molecular formula: C7H10
Method: DFT, ωB97M-V/def2-TZVPD

Each line ends with the Löwdin charge.
CARTESIAN COORDINATES (ANGSTROEM)
C (1.46309, 1.21113, 0.51014)  -0.089
C (0.63482, 0.46366, -0.54181)  -0.177
C (-0.92272, 0.42009, -0.58884)  -0.279
C (-0.85015, -0.99546, -1.19240)  -0.150
C (0.20885, -1.24987, -0.12967)  -0.153
C (-0.49197, -0.91298, 1.16986)  -0.101
C (-1.21495, 0.17242, 0.87696)  -0.072
H (2.50901, 1.24025, 0.17938)  0.071
H (1.17362, 2.25686, 0.70421)  0.080
H (1.41966, 0.67822, 1.46175)  0.065
H (0.97296, 0.85078, -1.53086)  0.126
H (-1.49046, 1.18760, -1.11792)  0.129
H (-0.36797, -1.02112, -2.17679)  0.109
H (-1.76746, -1.59605, -1.20024)  0.113
H (0.72409, -2.23027, -0.11777)  0.121
H (-0.28370, -1.34567, 2.14506)  0.103
H (-1.64865, 0.90916, 1.54091)  0.105

As for the highest occupied orbital energy: -0.322 Eh. For the calculated total energy, the calculation gives -272.612089 a.u. The calculation puts the frontier orbital gap at 0.365 hartree. The relative energy (zero: lowest compared OMol25 entry of this formula, charge and spin) comes out at 278.1 kJ/mol. As for the SMILES: C[C@@H]1[C@@H]2C=C[C@H]1C2.